--- 1 ---
Density functional theory data (the ωB97M-V functional and the def2-TZVPD basis) for the molecule CH4N2O2.

Calculated values
SMILES string: CN1ONO1
Lowest unoccupied orbital energy: 1.0 eV
Gap between HOMO and LUMO: 9.6 eV
2S+1: 1

Geometry (Å):
C 0.122 0.384 0.527
N -0.429 -1.969 -1.438
N -0.545 -1.113 0.343
O 0.386 -1.939 -0.212
O -1.401 -1.167 -0.743
H 1.219 0.306 0.284
H -0.534 1.169 0.083
H -0.140 0.569 1.540
H 0.152 -1.364 -2.099

--- 2 ---
Density functional theory data (the ωB97M-V functional and the def2-TZVPD basis) for the molecule CH4N2O2.

Calculated values
SMILES string: [H]/N=N/C(O)O
Lowest unoccupied orbital energy: 0.3 eV
Gap between HOMO and LUMO: 9.9 eV
2S+1: 1

Geometry (Å):
C -0.273 -0.644 -0.032
N 0.205 1.573 -0.393
N 0.345 0.405 -0.747
O -1.355 -0.190 0.830
O 0.733 -1.254 0.741
H -0.611 -1.350 -0.740
H 0.712 2.328 -0.911
H -1.200 0.857 1.010
H 1.444 -1.726 0.241

--- 3 ---
Density functional theory data (the ωB97M-V functional and the def2-TZVPD basis) for the molecule CH4N2O2.

Calculated values
SMILES string: O/N=C\NO
Lowest unoccupied orbital energy: 0.8 eV
Gap between HOMO and LUMO: 9.6 eV
2S+1: 1

Geometry (Å):
C 0.015 0.744 -0.001
H 2.657 -0.307 0.685
H 0.195 -1.259 -0.289
H 0.477 1.684 -0.079
H -2.893 -0.447 -0.436
N 0.746 -0.402 0.175
N -1.355 0.709 0.066
O 2.134 -0.113 -0.159
O -1.976 -0.609 0.038

--- 4 ---
Density functional theory data (the ωB97M-V functional and the def2-TZVPD basis) for a cluster of 2 separate species, CH4N2O2 in total.

Calculated values
Lowest unoccupied orbital energy (alpha / beta): 0.0 / -0.5 eV
Gap between HOMO and LUMO (alpha / beta): 8.0 / 6.8 eV
2S+1: 1

Geometry (Å):
C -0.755 -0.469 0.131
N -0.218 -0.740 1.343
N 0.770 0.872 -1.308
O 1.446 0.286 -2.113
O 0.705 2.064 -0.987
H -0.937 -0.967 -0.864
H -1.355 0.365 0.321
H -0.072 0.107 1.909
H 0.416 -1.518 1.568

Bottom line: 2, by a margin of 205.2 kJ/mol.